1.
{
  "formula": "C23H26GeN3SeV",
  "method": "the ωB97M-V functional and the def2-TZVPD basis",
  "homo_lumo_gap_ev": [6.783, 7.481],
  "total_energy_ev": -176280.3923,
  "molar_mass_g_mol": 547.00,
  "e_lumo_ha": [-0.272, -0.245],
  "spin_multiplicity": 3,
  "relative_energy_kcal_mol": 7.3,
  "charge": 2,
  "s2": 2.07,
  "species": ["V", "C", "C", "N", "C", "C", "C", "C", "C", "C", "C", "N", "C", "C", "C", "C", "C", "C", "C", "C", "N", "C", "H", "H", "H", "H", "H", "H", "H", "H", "H", "H", "H", "H", "C", "Ge", "C", "C", "C", "Se", "C", "H", "H", "H", "H", "H", "H", "H", "H", "H", "H", "H", "H", "H", "H"],
  "positions_angstrom": [[-0.360, -0.214, 0.426], [-2.046, -3.553, -1.865], [-1.984, -2.416, -1.058], [-0.871, -1.714, -0.895], [0.267, -2.108, -1.560], [0.295, -3.258, -2.362], [-0.908, -3.979, -2.503], [1.506, -3.603, -3.013], [2.609, -2.817, -2.851], [2.570, -1.653, -2.048], [1.414, -1.289, -1.412], [1.177, -0.144, -0.609], [1.588, 1.165, -0.964], [2.810, 1.574, -1.425], [3.026, 2.926, -1.784], [2.031, 3.855, -1.681], [0.761, 3.469, -1.185], [-0.337, 4.346, -1.064], [-1.539, 3.886, -0.590], [-1.649, 2.545, -0.215], [-0.641, 1.690, -0.315], [0.564, 2.133, -0.808], [-2.982, -4.083, -1.965], [-2.864, -2.077, -0.524], [-0.927, -4.864, -3.127], [1.538, -4.485, -3.639], [3.536, -3.078, -3.341], [3.472, -1.074, -1.935], [3.630, 0.879, -1.514], [4.000, 3.216, -2.152], [2.196, 4.882, -1.976], [-0.223, 5.383, -1.357], [-2.398, 4.535, -0.496], [-2.583, 2.161, 0.179], [1.973, 1.692, 2.444], [0.704, 1.788, 3.925], [1.466, 2.521, 5.545], [-0.897, 2.734, 3.336], [0.209, -0.110, 4.295], [-0.740, -0.980, 2.825], [-2.581, -0.489, 3.227], [2.256, 2.694, 2.121], [1.548, 1.180, 1.575], [2.878, 1.158, 2.736], [1.794, 3.547, 5.379], [2.325, 1.935, 5.868], [0.725, 2.524, 6.344], [-0.635, 3.764, 3.090], [-1.655, 2.762, 4.118], [-1.326, 2.281, 2.439], [-0.448, -0.256, 5.151], [1.091, -0.732, 4.439], [-2.625, 0.554, 3.520], [-2.927, -1.137, 4.027], [-3.186, -0.660, 2.339]],
  "forces_ev_per_angstrom": [[0.059, 0.330, -0.394], [-0.007, 0.002, 0.016], [0.010, -0.024, 0.037], [0.080, 0.073, 0.057], [-0.024, -0.046, 0.066], [-0.027, -0.024, -0.029], [0.010, -0.015, -0.019], [-0.012, 0.009, 0.004], [-0.007, 0.014, 0.029], [0.032, -0.071, 0.015], [0.042, 0.125, -0.015], [-0.134, 0.008, -0.081], [0.059, -0.099, -0.076], [0.029, 0.030, 0.000], [-0.014, -0.019, 0.019], [-0.002, -0.011, 0.010], [0.049, 0.053, 0.088], [0.002, 0.018, -0.005], [-0.008, -0.008, 0.003], [0.005, -0.011, -0.033], [0.106, -0.098, 0.042], [-0.143, -0.006, -0.126], [0.001, 0.002, -0.001], [-0.005, 0.006, -0.004], [-0.003, 0.000, 0.005], [-0.003, 0.000, 0.004], [0.000, 0.005, -0.001], [0.004, -0.003, -0.016], [0.008, 0.009, -0.007], [-0.001, -0.004, -0.001], [-0.002, -0.002, 0.001], [-0.004, -0.003, 0.001], [0.001, -0.002, -0.001], [-0.004, 0.002, -0.004], [-0.018, 0.026, 0.051], [0.029, -0.101, 0.113], [0.017, 0.023, 0.004], [-0.033, 0.035, -0.010], [0.056, 0.152, -0.236], [-0.160, -0.460, 0.309], [-0.035, 0.004, -0.031], [-0.003, -0.004, -0.017], [0.072, -0.003, 0.071], [-0.008, -0.008, -0.020], [-0.003, -0.003, 0.003], [-0.004, 0.004, 0.004], [0.009, 0.005, 0.014], [-0.004, 0.003, -0.002], [-0.013, 0.010, -0.004], [-0.009, 0.005, 0.068], [-0.004, 0.030, 0.022], [0.011, 0.030, 0.045], [0.012, 0.022, -0.007], [0.014, 0.001, 0.014], [-0.021, -0.013, 0.024]]
}

2.
{
  "formula": "C23H26N2O4",
  "method": "the ωB97M-V functional and the def2-TZVPD basis",
  "homo_lumo_gap_ev": 8.183,
  "total_energy_ev": -35443.6398,
  "molar_mass_g_mol": 394.47,
  "smiles": "COc1ccc(-c2c(NC(=O)CC(C)C)n(C)c3ccccc3c2=O)cc1OC",
  "e_lumo_ha": 0.021,
  "spin_multiplicity": 1,
  "relative_energy_kcal_mol": 53.0,
  "charge": 0,
  "species": ["C", "O", "C", "C", "C", "C", "C", "C", "N", "C", "O", "C", "C", "C", "C", "N", "C", "C", "C", "C", "C", "C", "C", "C", "O", "C", "C", "O", "C", "H", "H", "H", "H", "H", "H", "H", "H", "H", "H", "H", "H", "H", "H", "H", "H", "H", "H", "H", "H", "H", "H", "H", "H", "H", "H"],
  "positions_angstrom": [[-3.477, 4.520, -2.056], [-3.467, 3.513, -1.077], [-2.478, 2.577, -1.124], [-1.429, 2.564, -2.028], [-0.463, 1.569, -1.984], [-0.529, 0.571, -1.028], [0.501, -0.485, -0.974], [1.165, -0.756, 0.190], [0.915, 0.056, 1.313], [0.513, -0.410, 2.539], [0.575, -1.578, 2.848], [-0.021, 0.632, 3.505], [0.011, 2.111, 3.112], [1.443, 2.646, 3.090], [-0.826, 2.914, 4.108], [2.116, -1.723, 0.306], [3.019, -1.751, 1.435], [2.272, -2.634, -0.720], [3.047, -3.789, -0.558], [3.211, -4.673, -1.602], [2.615, -4.436, -2.836], [1.839, -3.313, -3.003], [1.652, -2.405, -1.959], [0.797, -1.230, -2.187], [0.355, -0.944, -3.291], [-1.598, 0.563, -0.125], [-2.567, 1.548, -0.160], [-3.636, 1.624, 0.686], [-3.851, 0.567, 1.584], [-3.553, 4.101, -3.065], [-2.585, 5.154, -1.994], [-4.360, 5.122, -1.850], [-1.352, 3.328, -2.784], [0.340, 1.571, -2.701], [0.586, 0.978, 1.054], [-1.053, 0.332, 3.713], [0.525, 0.493, 4.442], [-0.446, 2.246, 2.123], [2.079, 2.069, 2.423], [1.871, 2.602, 4.089], [1.454, 3.682, 2.761], [-0.795, 3.972, 3.860], [-0.443, 2.787, 5.119], [-1.864, 2.592, 4.089], [4.019, -2.013, 1.090], [2.686, -2.463, 2.193], [3.058, -0.762, 1.888], [3.499, -4.014, 0.395], [3.806, -5.562, -1.453], [2.754, -5.133, -3.648], [1.348, -3.096, -3.940], [-1.671, -0.246, 0.585], [-4.779, 0.805, 2.102], [-3.962, -0.391, 1.065], [-3.041, 0.485, 2.318]],
  "forces_ev_per_angstrom": [[0.024, 0.183, -0.174], [0.134, -0.402, 0.219], [-0.143, 0.013, 0.111], [-0.258, 0.197, 0.060], [0.077, -0.172, 0.220], [-0.030, 0.155, -0.114], [-0.077, -0.025, 0.031], [-0.175, 0.077, -0.253], [0.278, 0.140, -0.387], [-0.076, 0.124, 0.280], [-0.061, -0.189, 0.003], [-0.147, 0.126, -0.095], [0.109, 0.005, 0.215], [-0.191, -0.016, -0.146], [0.035, -0.101, -0.291], [-0.210, 0.159, 0.168], [0.277, -0.155, 0.447], [-0.110, -0.135, -0.585], [0.087, -0.058, 0.114], [0.007, 0.080, 0.079], [-0.056, 0.015, -0.101], [0.028, -0.023, 0.058], [0.135, -0.180, 0.010], [0.169, 0.065, 0.202], [-0.026, -0.060, 0.001], [-0.228, 0.086, -0.056], [-0.145, 0.190, 0.053], [0.170, 0.245, -0.356], [-0.032, -0.181, 0.137], [0.017, 0.013, 0.039], [-0.033, -0.040, -0.015], [0.075, -0.010, -0.055], [-0.042, 0.108, -0.050], [0.062, -0.018, -0.079], [0.041, -0.102, 0.093], [0.049, -0.062, 0.012], [-0.019, -0.046, -0.011], [-0.013, -0.035, 0.009], [0.131, -0.001, -0.038], [0.067, -0.010, 0.132], [0.057, 0.112, -0.019], [-0.016, 0.122, 0.020], [0.049, -0.011, 0.138], [-0.133, -0.016, 0.044], [-0.048, 0.059, -0.023], [0.086, 0.045, -0.070], [0.016, -0.100, -0.047], [0.048, 0.013, 0.091], [0.046, -0.061, 0.041], [-0.001, -0.056, -0.076], [-0.035, 0.033, -0.065], [-0.061, -0.065, 0.084], [0.072, -0.059, 0.002], [0.026, 0.031, 0.017], [-0.005, -0.011, -0.026]]
}

3.
{
  "formula": "C23H26N2O5",
  "method": "the ωB97M-V functional and the def2-TZVPD basis",
  "homo_lumo_gap_ev": 8.844,
  "total_energy_ev": -37492.4507,
  "molar_mass_g_mol": 410.47,
  "smiles": "CCOc1ccccc1NC(=O)COC(=O)[C@H]1CC(=O)N(c2c(C)cccc2C)C1",
  "e_lumo_ha": 0.022,
  "spin_multiplicity": 1,
  "relative_energy_kcal_mol": 21.1,
  "charge": 0,
  "species": ["C", "C", "O", "C", "C", "C", "C", "C", "C", "N", "C", "O", "C", "O", "C", "O", "C", "C", "C", "O", "N", "C", "C", "C", "C", "C", "C", "C", "C", "C", "H", "H", "H", "H", "H", "H", "H", "H", "H", "H", "H", "H", "H", "H", "H", "H", "H", "H", "H", "H", "H", "H", "H", "H", "H", "H"],
  "positions_angstrom": [[-0.657, 2.835, 2.206], [0.739, 3.415, 2.056], [1.588, 2.424, 1.501], [2.897, 2.752, 1.275], [3.502, 3.928, 1.693], [4.847, 4.154, 1.440], [5.598, 3.213, 0.765], [5.006, 2.040, 0.326], [3.662, 1.803, 0.569], [2.996, 0.650, 0.129], [3.503, -0.406, -0.538], [4.655, -0.563, -0.875], [2.453, -1.466, -0.901], [1.259, -1.366, -0.133], [0.940, -2.395, 0.661], [1.579, -3.408, 0.750], [-0.371, -2.162, 1.393], [-0.723, -0.688, 1.564], [-1.532, -0.348, 0.316], [-1.779, 0.760, -0.102], [-1.940, -1.514, -0.230], [-2.833, -1.623, -1.332], [-4.174, -1.276, -1.157], [-4.662, -0.748, 0.157], [-5.039, -1.411, -2.233], [-4.585, -1.881, -3.452], [-3.251, -2.204, -3.615], [-2.355, -2.074, -2.563], [-0.904, -2.391, -2.759], [-1.518, -2.685, 0.505], [-0.997, 2.410, 1.265], [-1.343, 3.622, 2.508], [-0.662, 2.058, 2.967], [0.718, 4.289, 1.391], [1.122, 3.727, 3.038], [2.937, 4.678, 2.222], [5.298, 5.074, 1.777], [6.644, 3.386, 0.571], [5.579, 1.302, -0.209], [2.000, 0.659, 0.317], [2.188, -1.332, -1.956], [2.899, -2.457, -0.768], [-0.318, -2.714, 2.332], [-1.372, -0.542, 2.431], [0.139, -0.034, 1.669], [-4.364, -1.399, 0.978], [-4.235, 0.238, 0.337], [-5.745, -0.662, 0.156], [-6.079, -1.146, -2.113], [-5.271, -1.987, -4.279], [-2.893, -2.554, -4.572], [-0.691, -3.428, -2.492], [-0.625, -2.252, -3.800], [-0.289, -1.742, -2.139], [-2.341, -3.072, 1.121], [-1.197, -3.483, -0.169]],
  "forces_ev_per_angstrom": [[0.450, 0.068, -0.164], [-0.384, 0.279, 0.221], [0.276, -0.260, -0.184], [0.188, -0.022, -0.033], [-0.271, -0.051, 0.048], [0.148, -0.014, -0.051], [-0.049, 0.162, 0.096], [0.028, -0.086, -0.051], [0.062, 0.181, 0.068], [-0.524, 0.339, 0.304], [-0.502, -0.417, 0.002], [0.130, -0.069, -0.139], [0.628, -0.343, -0.303], [-0.063, 0.505, -0.205], [-0.233, -0.451, 0.479], [-0.003, 0.040, -0.013], [0.124, -0.003, -0.026], [-0.016, 0.009, -0.044], [0.364, 0.304, 0.373], [-0.139, 0.206, -0.161], [-0.104, -0.366, -0.282], [-0.239, 0.105, -0.250], [0.041, -0.052, -0.008], [0.035, 0.071, -0.029], [0.021, -0.008, 0.026], [0.005, -0.006, -0.040], [-0.026, -0.014, 0.029], [-0.005, 0.046, 0.083], [-0.026, -0.011, 0.016], [-0.083, -0.331, 0.203], [-0.065, -0.015, -0.026], [-0.083, 0.085, 0.071], [-0.041, -0.093, 0.094], [0.079, -0.079, 0.086], [0.032, 0.001, -0.169], [-0.091, 0.021, 0.040], [0.037, 0.079, 0.030], [0.098, 0.009, -0.024], [-0.008, -0.026, -0.014], [0.160, -0.140, -0.070], [-0.003, -0.003, 0.149], [-0.041, 0.289, -0.046], [0.041, 0.029, -0.160], [-0.001, 0.012, 0.014], [-0.072, 0.057, 0.012], [-0.009, -0.028, 0.102], [-0.002, 0.056, 0.078], [-0.061, -0.015, 0.039], [-0.103, 0.030, 0.033], [-0.061, -0.004, -0.077], [0.051, -0.025, -0.100], [0.094, -0.055, 0.018], [0.049, -0.016, -0.044], [0.109, 0.008, 0.009], [0.089, -0.025, -0.056], [-0.031, 0.033, 0.049]]
}

4.
{
  "formula": "C23H26N4O7",
  "method": "the ωB97M-V functional and the def2-TZVPD basis",
  "homo_lumo_gap_ev": 7.749,
  "total_energy_ev": -44567.5735,
  "molar_mass_g_mol": 470.48,
  "smiles": "CNC(=O)[C@H](Cc1ccc(O)cc1)NC(C)=O.NC(=O)c1cccc(NC(=O)/C=C\\C(=O)O)c1",
  "e_lumo_ha": -0.039,
  "spin_multiplicity": 1,
  "charge": 0,
  "species": ["C", "N", "C", "O", "C", "C", "C", "C", "C", "C", "O", "C", "C", "N", "C", "C", "O", "H", "H", "H", "H", "H", "H", "H", "H", "H", "H", "H", "H", "H", "H", "H", "H", "N", "C", "O", "C", "C", "C", "C", "C", "N", "C", "O", "C", "C", "C", "O", "O", "C", "H", "H", "H", "H", "H", "H", "H", "H", "H", "H"],
  "positions_angstrom": [[2.235, 2.943, 1.379], [1.853, 3.247, 0.000], [0.677, 3.014, -0.590], [0.533, 3.294, -1.775], [-0.472, 2.344, 0.188], [-0.412, 0.825, -0.047], [-1.347, -0.024, 0.794], [-0.845, -0.725, 1.908], [-1.706, -1.511, 2.698], [-3.079, -1.590, 2.378], [-3.921, -2.330, 3.144], [-3.578, -0.899, 1.255], [-2.712, -0.128, 0.458], [-1.770, 2.877, -0.249], [-2.839, 3.159, 0.494], [-2.769, 3.054, 2.006], [-3.876, 3.519, -0.037], [1.638, 3.536, 2.074], [2.091, 1.881, 1.586], [3.289, 3.186, 1.528], [2.544, 3.673, -0.600], [-0.331, 2.536, 1.249], [0.606, 0.502, 0.158], [-0.606, 0.620, -1.101], [0.206, -0.664, 2.157], [-1.317, -2.047, 3.550], [-3.504, -2.641, 3.947], [-4.629, -0.971, 1.016], [-3.103, 0.398, -0.403], [-1.868, 3.067, -1.236], [-2.494, 2.043, 2.296], [-3.749, 3.289, 2.418], [-2.039, 3.765, 2.384], [1.868, 0.618, -4.468], [2.965, 0.682, -3.656], [3.915, 1.283, -4.127], [2.981, 0.100, -2.302], [3.854, 0.591, -1.318], [3.879, 0.027, -0.040], [3.040, -1.046, 0.270], [2.166, -1.561, -0.698], [1.256, -2.599, -0.501], [1.017, -3.410, 0.587], [1.760, -3.431, 1.557], [-0.127, -4.323, 0.624], [-1.267, -4.421, -0.179], [-1.744, -3.645, -1.334], [-2.796, -4.022, -1.809], [-1.065, -2.598, -1.842], [2.141, -0.975, -1.969], [1.919, 1.242, -5.268], [0.975, 0.490, -4.006], [4.522, 1.415, -1.557], [4.564, 0.415, 0.708], [3.089, -1.469, 1.267], [0.576, -2.716, -1.247], [-0.060, -5.029, 1.444], [-1.959, -5.208, 0.104], [-1.645, -2.272, -2.550], [1.471, -1.378, -2.721]],
  "forces_ev_per_angstrom": [[-0.373, 0.039, -0.287], [0.787, -0.016, 1.016], [-0.673, 0.007, -1.131], [-0.427, -0.157, 0.108], [-0.465, 0.091, 0.003], [0.141, -0.380, 0.185], [-0.065, 0.049, 0.084], [-1.298, -0.107, -0.164], [-0.267, 0.712, -0.984], [1.154, 0.477, -0.158], [-0.721, 0.077, -0.442], [0.705, -0.029, 0.147], [0.257, -0.748, 1.116], [2.084, -0.315, -0.305], [-1.477, 0.453, 0.856], [0.106, -0.109, -0.297], [-0.167, 0.050, -0.197], [0.107, -0.056, 0.114], [0.076, 0.024, 0.097], [-0.182, -0.030, -0.107], [-0.151, -0.113, -0.051], [-0.198, 0.046, 0.120], [0.239, -0.104, -0.072], [0.077, 0.175, -0.136], [0.079, -0.018, 0.008], [0.046, -0.115, 0.135], [0.317, 0.012, 0.081], [-0.056, -0.023, 0.010], [-0.020, 0.010, 0.001], [0.078, -0.022, -0.078], [0.149, -0.067, 0.179], [0.101, 0.012, -0.166], [0.142, -0.002, 0.180], [-1.027, -0.751, 0.900], [0.540, 1.537, -1.711], [0.924, -0.123, 0.735], [-0.473, -1.023, 1.312], [0.097, 0.104, -0.032], [-0.466, -0.166, -0.833], [0.110, 0.005, 0.234], [0.416, 0.473, 0.074], [-1.105, -1.146, 0.192], [1.759, 1.078, 0.235], [-0.031, 0.196, 0.104], [-3.241, -0.475, -2.365], [3.236, 0.313, 2.387], [-1.523, -1.269, -0.022], [0.503, 0.804, -0.295], [-0.497, -0.098, -0.071], [0.410, 0.491, -0.129], [-0.088, -0.250, 0.381], [0.054, 0.159, -0.417], [-0.152, -0.154, -0.106], [-0.124, -0.083, -0.085], [-0.159, -0.135, -0.215], [0.469, 0.289, 0.208], [0.084, 0.112, -0.075], [-0.018, 0.237, -0.246], [0.155, 0.081, -0.045], [0.042, -0.030, 0.016]]
}